[1]
ORCA calculation (the ωB97M-V functional and the def2-TZVPD basis) on a single C3H4O2S2 molecule.

Computed properties:
HOMO-LUMO gap = 8.7 eV
relative energy (zero: lowest compared OMol25 entry of this formula, charge and spin) = 62.4 kcal/mol
highest occupied orbital energy = -8.46 eV
DFT total energy = -28938.3482 eV
SMILES = S=C1OCOCS1
E_LUMO = 0.2 eV
2S+1 = 1
total charge = 0
M = 136.2 g/mol

Each line ends with the natural charge from an NBO analysis.
Geometry (Å):
C1 -0.7348 -0.2832 -1.4181  0.108
C2 1.2265 0.2521 -0.0034  0.213
C3 -0.5527 -0.1084 1.3129  -0.218
H1 1.0592 1.2975 0.1449  0.175
H2 2.2061 0.2342 -0.3623  0.195
H3 -0.3659 0.9568 1.6318  0.210
H4 -0.7606 -0.5700 2.2774  0.213
O1 0.5300 0.0166 -1.3273  -0.521
O2 0.6961 -0.8004 0.7427  -0.492
S1 -1.4313 -0.3304 -2.9834  -0.130
S2 -1.8725 -0.6648 -0.0150  0.247


[2]
ORCA calculation (the ωB97M-V functional and the def2-TZVPD basis) on a single C3H4O3 molecule.

Computed properties:
HOMO-LUMO gap = 9.6 eV
relative energy (zero: lowest compared OMol25 entry of this formula, charge and spin) = 90.8 kcal/mol
highest occupied orbital energy = -9.56 eV
DFT total energy = -9314.7626 eV
E_LUMO = 0.0 eV
2S+1 = 1
total charge = 0
M = 88.1 g/mol

Each line ends with the natural charge from an NBO analysis.
Geometry (Å):
O1 -1.6686 -0.2490 1.2405  -0.690
C1 -0.3420 0.0694 0.9530  -0.186
C2 0.0912 -0.5714 -0.3392  0.792
O2 -0.4165 -1.5218 -0.8449  -0.513
C3 0.9390 1.1331 -1.4846  0.104
O3 1.2574 -0.0154 -0.9245  -0.502
H1 -1.8559 -1.0999 0.8172  0.485
H2 -0.2256 1.1547 0.8944  0.224
H3 0.3567 -0.3036 1.7225  0.197
H4 1.8643 1.4039 -2.0343  0.088


[3]
ORCA calculation (the ωB97M-V functional and the def2-TZVPD basis) on a single C3H4O3 molecule.

Computed properties:
HOMO-LUMO gap = 10.3 eV
relative energy (zero: lowest compared OMol25 entry of this formula, charge and spin) = 46.5 kcal/mol
highest occupied orbital energy = -10.21 eV
DFT total energy = -9316.6862 eV
SMILES = CC(=O)C(=O)O
E_LUMO = 0.1 eV
2S+1 = 1
total charge = 0
M = 88.1 g/mol

Each line ends with the natural charge from an NBO analysis.
Geometry (Å):
C1 0.1517 -0.1263 1.1648  -0.762
C2 -0.1437 0.7172 0.0540  0.461
C3 -0.2200 0.2730 -1.4649  0.685
H1 1.0616 -0.6786 1.2361  0.256
H2 0.1405 0.4448 2.1237  0.270
H3 -0.7036 -0.8391 1.2684  0.242
H4 0.1397 -1.4492 -0.5128  0.476
O1 -0.3228 1.8350 0.1662  -0.441
O2 0.2802 -1.0202 -1.5270  -0.683
O3 -0.3837 0.8434 -2.5084  -0.503


[4]
ORCA calculation (the ωB97M-V functional and the def2-TZVPD basis) on a single C3H4O3 molecule.

Computed properties:
HOMO-LUMO gap = 11.4 eV
relative energy (zero: lowest compared OMol25 entry of this formula, charge and spin) = 19.2 kcal/mol
highest occupied orbital energy = -10.64 eV
DFT total energy = -9317.8692 eV
SMILES = O=C1COCO1
E_LUMO = 0.8 eV
2S+1 = 1
total charge = 0
M = 88.1 g/mol

Each line ends with the natural charge from an NBO analysis.
Geometry (Å):
O1 0.0405 -0.4375 -2.3334  -0.542
C1 0.0991 -0.2136 -1.1600  0.759
C2 -0.9330 -0.4962 -0.0810  -0.197
O2 -0.2475 -0.2589 1.1280  -0.511
C3 0.8241 0.5908 0.8186  0.227
O3 1.1530 0.3779 -0.5483  -0.489
H1 -1.2736 -1.5329 -0.1187  0.223
H2 -1.7969 0.1717 -0.2158  0.202
H3 1.6842 0.3287 1.4366  0.180
H4 0.5597 1.6493 0.9524  0.149